C36H33BCaN9P as an isolated structure at a distorted geometry, computed with ωB97M-V/def2-TZVPD.

The total energy is -79680.35299 eV. The calculation puts the HOMO-LUMO gap (alpha / beta) at 0.34305 / 0.27200 Eh. The value obtained for the LUMO energy (alpha / beta) is -1.950 / -3.877 eV. For the largest force on an atom, the calculation gives 2.8 eV/Å. As for the multiplicity: 2. The HOMO energy (alpha / beta) comes out at -0.4147 / -0.4145 Eh. Its total charge is +1.

Atoms and positions in Å:
Ca1 0.557 -0.376 0.309
P1 -1.056 0.280 -1.976
N1 -0.947 -0.195 1.817
N2 0.919 -2.391 2.585
N3 1.941 -0.131 2.878
N4 0.185 -1.175 5.856
N5 1.151 -2.448 1.271
N6 1.031 -1.366 4.833
N7 2.341 -0.089 1.601
N8 -0.751 -2.353 -0.931
N9 -0.574 -0.436 3.080
C1 -2.034 -1.140 -2.576
C2 -2.654 0.282 3.166
C3 3.046 -0.223 -4.014
C4 1.526 1.005 -2.620
C5 -1.584 -0.161 3.917
C6 0.805 -1.565 6.949
C7 2.063 -1.167 -4.256
C8 1.834 3.034 0.654
C9 -2.113 3.210 -4.684
C10 -3.063 2.117 -2.330
C11 -0.494 3.077 0.049
C12 -3.769 3.132 -2.948
C13 -1.875 1.640 -2.884
C14 1.999 4.309 0.115
C15 2.777 0.863 -3.195
C16 -1.400 2.195 -4.066
C17 -3.291 3.681 -4.127
C18 0.811 -1.034 -3.678
C19 -3.024 -1.088 -3.554
C20 -2.200 0.241 1.852
C21 2.195 -1.895 5.295
C22 -0.323 4.354 -0.486
C23 3.505 0.544 1.571
C24 -2.613 -3.440 -2.131
C25 -3.598 -3.376 -3.102
C26 2.094 -2.033 6.653
C27 0.925 -3.629 3.108
C28 3.867 0.950 2.857
C29 -1.815 -2.333 -1.881
C30 0.528 0.057 -2.864
C31 1.336 -3.725 0.963
C32 0.923 4.956 -0.463
C33 -3.788 -2.210 -3.826
C34 1.198 -4.523 2.096
C35 0.604 2.442 0.564
C36 2.837 0.502 3.655
B1 0.793 -1.059 3.372
H1 0.046 -1.771 -3.884
H2 2.970 4.782 0.159
H3 -3.436 1.680 -1.413
H4 1.291 1.882 -2.025
H5 -3.842 4.470 -4.617
H6 2.830 -2.402 7.336
H7 4.015 -0.326 -4.476
H8 -4.691 3.492 -2.517
H9 1.292 -5.586 2.167
H10 0.324 -1.503 7.905
H11 2.679 2.551 1.122
H12 -1.463 -0.320 4.971
H13 -2.462 -4.351 -1.568
H14 1.573 -4.033 -0.041
H15 -3.210 -0.173 -4.097
H16 -1.174 4.862 -0.912
H17 -3.619 0.590 3.509
H18 1.057 5.945 -0.876
H19 -4.214 -4.237 -3.299
H20 2.996 -2.130 4.622
H21 0.737 -3.817 4.146
H22 4.036 0.669 0.641
H23 2.264 -2.003 -4.906
H24 0.107 -2.651 -1.391
H25 -1.481 2.641 0.069
H26 2.716 0.601 4.715
H27 -1.752 3.629 -5.610
H28 -4.548 -2.177 -4.591
H29 4.743 1.487 3.161
H30 -2.726 0.478 0.942
H31 3.544 1.604 -3.018
H32 -0.481 1.835 -4.505
H33 -0.947 -3.030 -0.193

A 2-piece molecular cluster, C36H33F7N2O4 overall at a distorted geometry, computed with ωB97M-V/def2-TZVPD.

The total energy is -68058.31166 eV. The calculation puts the HOMO-LUMO gap at 0.13715 Eh. The value obtained for the LUMO energy is -1.983 eV. For the largest force on an atom, the calculation gives 2.1 eV/Å. As for the multiplicity: 1. The HOMO energy comes out at -0.2100 Eh.

Atoms and positions in Å:
F1 6.955 2.661 7.468
F2 4.941 2.622 6.576
F3 -4.653 3.249 7.114
F4 -6.307 4.023 8.342
F5 -6.678 3.383 6.260
F6 5.846 4.547 7.155
F7 0.028 1.666 3.445
O1 2.277 0.506 3.304
O2 -2.238 0.520 3.202
O3 -1.465 -1.416 4.123
O4 1.408 -1.552 3.776
N1 4.741 1.642 9.050
N2 -5.231 1.369 8.920
C1 2.192 -0.548 7.629
C2 7.579 -0.451 10.232
C3 -4.527 0.897 2.675
C4 3.363 -0.135 8.224
C5 -5.799 2.855 12.279
C6 3.494 1.206 8.655
C7 1.167 1.604 8.165
C8 -1.262 -0.305 3.641
C9 -6.636 0.581 12.275
C10 -5.383 2.710 10.959
C11 -5.989 3.079 7.391
C12 -0.181 -0.180 7.094
C13 1.272 -0.357 3.560
C14 0.014 0.336 3.533
C15 -6.265 0.444 10.941
C16 -5.601 1.498 10.285
C17 6.195 0.153 12.130
C18 3.534 -0.170 3.096
C19 7.331 -0.472 11.608
C20 1.047 0.293 7.625
C21 5.328 0.827 11.281
C22 2.378 2.073 8.629
C23 -1.447 0.124 7.643
C24 5.121 3.054 8.898
C25 -2.608 -0.193 6.884
C26 4.584 0.875 2.828
C27 6.697 0.197 9.372
C28 -4.023 0.849 8.534
C29 5.710 3.250 7.532
C30 5.568 0.852 9.893
C31 -6.255 1.702 7.922
C32 -1.644 0.689 8.943
C33 -6.409 1.787 12.942
C34 -3.862 0.193 7.290
C35 -2.909 1.001 9.396
C36 -3.509 -0.154 3.020
H1 -6.450 -0.473 10.381
H2 0.292 2.254 8.179
H3 5.979 0.127 13.199
H4 3.449 -0.852 2.237
H5 5.895 3.270 9.639
H6 3.793 -0.752 3.993
H7 5.525 0.368 2.614
H8 -2.479 -0.739 5.954
H9 2.106 -1.545 7.198
H10 4.255 3.711 9.007
H11 -0.149 -0.874 6.252
H12 8.465 -0.935 9.819
H13 4.219 -0.805 8.327
H14 -4.215 1.496 1.814
H15 -4.886 3.521 10.425
H16 -7.221 1.706 8.433
H17 -7.112 -0.258 12.786
H18 -5.642 3.810 12.780
H19 -3.414 -0.891 2.208
H20 4.732 1.528 3.694
H21 -0.793 0.880 9.596
H22 4.444 1.349 11.651
H23 -3.790 -0.672 3.947
H24 6.858 0.213 8.293
H25 2.469 3.093 9.003
H26 -6.710 1.897 13.984
H27 -3.067 1.399 10.401
H28 -5.469 0.402 2.436
H29 8.023 -0.981 12.279
H30 4.319 1.498 1.967
H31 -4.728 -0.033 6.667
H32 -4.697 1.572 3.519
H33 -6.243 0.996 7.090

C36H33O2SiTi as an isolated structure at a distorted geometry, computed with ωB97M-V/def2-TZVPD.

The total energy is -72948.57997 eV. The calculation puts the HOMO-LUMO gap at 0.25539 Eh. The value obtained for the LUMO energy is -4.050 eV. For the largest force on an atom, the calculation gives 2.3 eV/Å. As for the multiplicity: 1. The HOMO energy comes out at -0.4042 Eh. Its total charge is +1.

Atoms and positions in Å:
Ti1 -0.018 0.044 -0.192
Si1 -0.434 -0.017 3.237
O1 -0.599 0.009 1.590
O2 -1.116 0.176 -2.040
C1 -1.096 -2.376 4.736
C2 0.552 1.892 -1.539
C3 -0.083 -0.200 -4.661
C4 -0.345 1.680 -6.134
C5 0.862 -2.254 0.977
C6 -2.011 2.182 4.257
C7 -3.843 -2.130 4.269
C8 -2.053 -0.371 -2.973
C9 -0.708 1.740 3.955
C10 -2.915 -1.331 3.548
C11 0.989 -0.224 -6.849
C12 1.304 -0.405 3.932
C13 -0.736 -0.851 -3.508
C14 2.477 -0.626 3.161
C15 2.606 -0.828 5.985
C16 -0.135 2.327 0.612
C17 0.339 0.989 -7.139
C18 -0.495 1.119 -4.879
C19 1.712 -1.724 -0.045
C20 1.402 -0.467 5.340
C21 0.812 -0.820 -5.607
C22 -0.437 -2.438 0.453
C23 1.653 1.589 -0.665
C24 -0.396 -2.091 -0.931
C25 -1.119 4.184 5.357
C26 -0.597 2.212 -0.730
C27 0.385 2.583 4.239
C28 3.748 -1.108 5.195
C29 3.687 -1.012 3.780
C30 0.959 -1.669 -1.263
C31 0.168 3.802 4.951
C32 -1.553 -1.339 3.909
C33 1.233 1.920 0.669
C34 -2.018 -3.147 5.490
C35 -3.394 -2.980 5.295
C36 -2.211 3.393 4.986
H1 1.660 -0.685 -7.585
H2 -2.656 -1.189 -2.534
H3 0.653 2.113 -2.603
H4 1.029 4.417 5.201
H5 -0.006 -2.527 4.821
H6 -0.422 -1.858 -3.210
H7 2.472 -0.495 2.060
H8 -4.127 -3.559 5.902
H9 4.589 -1.228 3.160
H10 -0.737 2.653 1.454
H11 -1.627 2.320 -1.074
H12 -0.958 1.609 -4.012
H13 -3.235 -0.669 2.727
H14 -2.842 1.525 3.957
H15 -2.614 0.356 -3.601
H16 -4.910 -2.059 4.038
H17 1.392 -1.460 -2.238
H18 1.401 2.237 3.955
H19 -0.756 2.678 -6.260
H20 -1.329 -2.752 0.976
H21 -3.212 3.701 5.276
H22 -1.285 5.136 5.921
H23 -1.648 -3.851 6.240
H24 4.679 -1.406 5.690
H25 -1.257 -2.220 -1.577
H26 0.381 1.421 -8.122
H27 2.786 -1.565 0.009
H28 1.883 1.994 1.550
H29 2.620 -0.876 7.097
H30 1.398 -1.734 -5.323
H31 1.181 -2.588 1.970
H32 0.514 -0.258 5.952
H33 2.664 1.322 -0.978